#one
An isolated molecule of C3H7N3S, computed with wB97M-V/def2-TZVPD.

The geometry in XYZ format:
```
14
C3H7N3S wB97M-V/def2-TZVPD
C -0.309 -1.081 -0.291
C -1.626 -1.387 -0.485
C 1.244 0.170 1.000
N 0.069 0.082 0.192
N -1.838 1.010 0.476
N -1.713 1.687 -0.672
S -2.695 -0.376 0.460
H 0.425 -1.858 -0.504
H -2.000 -2.235 -1.018
H 1.817 -0.763 1.005
H 1.881 0.981 0.639
H 0.957 0.393 2.029
H -1.759 1.162 -1.546
H -0.928 2.325 -0.638
```

Its HOMO energy (spin up / spin down) is -7.53 / -7.53 eV. Its spin multiplicity is 1. The calculation puts the molar mass at 117.18 g/mol.

Atomic partial charges in e from the natural (NBO) method, atoms 1 to 5: atom 1 (C): -0.01, atom 2 (C): -0.57, atom 3 (C): -0.43, atom 4 (N): -0.44, atom 5 (N): -0.31

---

#two
An isolated molecule of C3H7N3S, computed with wB97M-V/def2-TZVPD.

The geometry in XYZ format:
```
14
C3H7N3S wB97M-V/def2-TZVPD
C -1.025 -0.239 0.156
C -0.628 1.227 -0.102
C 0.067 -0.920 0.793
N -2.182 -0.629 -0.214
N 1.835 -0.906 -1.011
N 0.799 1.330 0.350
S 1.663 -0.131 0.364
H -0.843 1.494 -1.080
H -1.227 1.799 0.575
H -0.141 -1.057 1.790
H 0.256 -1.995 0.326
H -2.215 -1.598 -0.106
H 2.767 -0.861 -1.122
H 1.271 2.271 0.199
```

Its HOMO energy is -9.02 eV. Its spin multiplicity is 1. The calculation puts the molar mass at 117.18 g/mol.

Atomic partial charges in e from the natural (NBO) method, atoms 1 to 5: atom 1 (C): 0.31, atom 2 (C): -0.29, atom 3 (C): -0.67, atom 4 (N): -0.60, atom 5 (N): -1.10

---

Most favorable first, least favorable last: #two, #one

---

#one
An isolated molecule of C3H7N3S, computed with wB97M-V/def2-TZVPD.

The geometry in XYZ format:
```
14
C3H7N3S wB97M-V/def2-TZVPD
C -1.679 -1.014 0.949
C -1.277 0.596 -0.904
C 0.393 1.127 0.755
H -2.449 -1.753 1.095
H -0.661 -1.494 1.038
H -1.763 -0.173 1.681
H -2.530 -0.963 -1.031
H -1.664 0.911 -1.883
H 0.145 1.751 1.639
H 2.803 -1.231 0.118
N -1.888 -0.501 -0.432
N -0.441 1.383 -0.327
N 1.401 0.365 0.859
S 1.750 -0.627 -0.510
```

Its HOMO energy is -8.28 eV. Its spin multiplicity is 1. The calculation puts the molar mass at 117.18 g/mol.

Atomic partial charges in e from the natural (NBO) method, atoms 1 to 5: atom 1 (C): -0.43, atom 2 (C): 0.33, atom 3 (C): 0.23, atom 4 (H): 0.21, atom 5 (H): 0.22

---

#two
An isolated molecule of C3H7N3S, computed with wB97M-V/def2-TZVPD.

The geometry in XYZ format:
```
14
C3H7N3S wB97M-V/def2-TZVPD
C 1.402 2.158 0.008
C 0.546 -0.247 -0.009
C -2.939 0.410 0.039
H 2.399 2.549 -0.221
H 1.055 2.582 0.959
H 0.721 2.453 -0.799
H 2.504 0.329 0.178
H -0.808 1.362 -0.117
H -2.983 1.518 -0.030
H -3.904 -0.083 0.251
N 1.571 0.705 0.037
N -0.702 0.347 -0.083
N -1.887 -0.305 -0.021
S 0.881 -1.866 0.001
```

Its HOMO energy is -8.20 eV. Its spin multiplicity is 1. The calculation puts the molar mass at 117.18 g/mol.

Atomic partial charges in e from the natural (NBO) method, atoms 1 to 5: atom 1 (C): -0.43, atom 2 (C): 0.26, atom 3 (C): -0.15, atom 4 (H): 0.22, atom 5 (H): 0.20

---

#three
An isolated molecule of C3H7N3S, computed with wB97M-V/def2-TZVPD.

The geometry in XYZ format:
```
14
C3H7N3S wB97M-V/def2-TZVPD
C -0.433 1.800 0.873
C -1.211 1.286 -0.281
C 1.235 -0.938 1.270
N 0.303 1.099 1.673
N -0.343 -1.256 -1.160
N 0.336 -0.204 1.858
S -1.612 -0.519 -0.216
H -0.274 2.809 1.016
H -2.019 1.990 -0.537
H -0.485 1.217 -1.077
H 0.490 -1.375 -0.577
H 1.925 -0.309 0.612
H 1.328 -1.931 1.703
H -0.574 -2.237 -1.508
```

Its HOMO energy is -8.44 eV. Its spin multiplicity is 1. The calculation puts the molar mass at 117.18 g/mol.

Atomic partial charges in e from the natural (NBO) method, atoms 1 to 5: atom 1 (C): 0.05, atom 2 (C): -0.63, atom 3 (C): -0.26, atom 4 (N): -0.22, atom 5 (N): -0.99

---

Most favorable first, least favorable last: #one, #two, #three

---

#one
A structure of composition C3H7N3S, computed with wB97M-V/def2-TZVPD.

The geometry in XYZ format:
```
14
C3H7N3S wB97M-V/def2-TZVPD
C 0.656 0.567 1.960
C 0.819 1.725 -0.282
C -0.183 -0.621 0.135
H 1.111 -0.381 2.156
H -0.184 0.253 2.662
H 1.322 1.519 2.311
H 2.123 2.122 0.201
H -0.770 0.883 -1.487
H -1.230 -2.303 0.651
H -1.353 -1.021 2.005
N 0.274 0.553 0.618
N 0.185 1.769 -1.438
N -0.802 -1.490 1.086
S -0.398 -1.057 -1.328
```

Its HOMO energy is -8.41 eV. Its spin multiplicity is 1. The calculation puts the molar mass at 117.18 g/mol.

Atomic partial charges in e from the natural (NBO) method, atoms 1 to 5: atom 1 (C): -0.42, atom 2 (C): 0.22, atom 3 (C): 0.21, atom 4 (H): 0.21, atom 5 (H): 0.19

---

#two
An isolated molecule of C3H7N3S, computed with wB97M-V/def2-TZVPD.

The geometry in XYZ format:
```
14
C3H7N3S wB97M-V/def2-TZVPD
C -0.445 -0.990 -0.798
C 0.533 0.040 -0.364
C 1.152 1.231 1.624
H -2.412 -1.350 -0.347
H -2.209 0.200 -0.927
H -0.190 -1.947 -0.320
H -0.398 -1.052 -1.893
H 1.617 0.141 -1.977
H -0.664 0.281 1.339
H 2.112 1.346 1.095
N -1.752 -0.560 -0.408
N 1.579 0.459 -1.038
N 0.248 0.485 0.906
S 0.830 1.715 3.109
```

Its HOMO energy is -8.54 eV. Its spin multiplicity is 1. The calculation puts the molar mass at 117.18 g/mol.

Atomic partial charges in e from the natural (NBO) method, atoms 1 to 5: atom 1 (C): -0.29, atom 2 (C): 0.44, atom 3 (C): -0.09, atom 4 (H): 0.37, atom 5 (H): 0.38

---

Most favorable first, least favorable last: #two, #one

---

#one
A cluster of 9 separate species, C27H63N9O9 in total, computed with wB97M-V/def2-TZVPD.

The geometry in XYZ format:
```
108
C27H63N9O9 wB97M-V/def2-TZVPD
C 3.030 -15.524 -4.086
C 2.541 -14.107 -4.240
O 3.037 -13.349 -5.066
N 1.594 -13.727 -3.368
C 1.065 -12.375 -3.286
H 2.185 -16.213 -3.991
H 3.627 -15.654 -3.182
H 3.640 -15.776 -4.946
H 1.165 -14.382 -2.734
H 1.302 -11.786 -4.163
H 1.331 -11.944 -2.322
H -0.026 -12.471 -3.317
C 0.688 -19.492 -0.325
C 1.895 -20.393 -0.537
O 2.055 -21.053 -1.548
N 2.722 -20.468 0.543
C 3.867 -21.332 0.525
H -0.177 -20.001 -0.742
H 0.852 -18.507 -0.756
H 0.492 -19.381 0.743
H 2.440 -19.904 1.334
H 3.603 -22.385 0.650
H 4.552 -21.069 1.333
H 4.431 -21.207 -0.398
C -2.254 -14.290 5.056
C -2.213 -13.066 4.172
O -2.171 -13.167 2.945
N -2.286 -11.875 4.808
C -2.215 -10.592 4.134
H -1.313 -14.837 5.008
H -3.013 -14.957 4.645
H -2.530 -14.065 6.084
H -2.054 -11.870 5.787
H -2.630 -10.662 3.132
H -1.178 -10.270 4.018
H -2.781 -9.845 4.684
C -4.896 -14.450 1.193
C -5.453 -13.058 0.990
O -6.548 -12.868 0.483
N -4.643 -12.040 1.363
C -5.082 -10.646 1.372
H -3.954 -14.399 1.740
H -4.665 -14.843 0.197
H -5.607 -15.150 1.620
H -3.755 -12.249 1.792
H -5.769 -10.467 0.553
H -4.191 -10.023 1.313
H -5.575 -10.422 2.323
C -0.111 -15.956 1.046
C -0.396 -14.960 -0.039
O 0.479 -14.574 -0.804
N -1.658 -14.473 -0.097
C -2.045 -13.420 -1.009
H -0.959 -16.633 1.187
H 0.033 -15.496 2.026
H 0.760 -16.553 0.794
H -2.199 -14.548 0.749
H -2.483 -12.592 -0.443
H -2.803 -13.769 -1.707
H -1.180 -13.021 -1.527
C -1.004 -13.322 -6.098
C -2.217 -13.252 -5.193
O -2.268 -12.624 -4.140
N -3.272 -13.967 -5.632
C -4.563 -13.992 -4.973
H -0.704 -14.380 -6.080
H -0.121 -12.842 -5.693
H -1.263 -13.059 -7.119
H -3.173 -14.467 -6.498
H -5.304 -14.435 -5.634
H -4.929 -12.967 -4.843
H -4.519 -14.479 -4.003
C 0.870 -12.042 2.514
C 2.039 -11.912 1.557
O 2.569 -10.856 1.291
N 2.386 -13.116 0.999
C 3.425 -13.176 -0.003
H 0.658 -11.096 3.001
H 0.994 -12.849 3.235
H -0.006 -12.306 1.911
H 1.578 -13.699 0.851
H 4.348 -12.749 0.384
H 3.149 -12.583 -0.880
H 3.610 -14.211 -0.274
C -0.717 -9.474 -4.638
C -1.142 -9.184 -3.208
O -0.507 -8.433 -2.493
N -2.337 -9.712 -2.841
C -2.805 -9.535 -1.476
H -0.856 -8.533 -5.175
H -1.334 -10.223 -5.129
H 0.343 -9.710 -4.664
H -2.641 -10.553 -3.308
H -2.522 -8.562 -1.089
H -2.373 -10.307 -0.830
H -3.892 -9.612 -1.449
C 1.841 -17.055 4.599
C 2.319 -18.273 3.864
O 2.071 -18.455 2.680
N 3.059 -19.128 4.603
C 3.742 -20.260 4.023
H 1.313 -16.364 3.948
H 2.657 -16.494 5.056
H 1.147 -17.340 5.397
H 3.025 -19.053 5.604
H 4.450 -19.907 3.269
H 3.060 -20.965 3.548
H 4.333 -20.763 4.783
```

Its HOMO energy is -8.84 eV. Its spin multiplicity is 1. The calculation puts the molar mass at 657.86 g/mol.

Atomic partial charges in e from the Löwdin method, atoms 1 to 5: atom 1 (C): 0.00, atom 2 (C): -0.57, atom 3 (O): 0.02, atom 4 (N): 0.02, atom 5 (C): -0.07

---

#two
A cluster of 9 separate species, C27H63N9O9 in total, computed with wB97M-V/def2-TZVPD.

The geometry in XYZ format:
```
108
C27H63N9O9 wB97M-V/def2-TZVPD
C -0.853 -0.066 -4.302
O 0.103 -0.804 -4.066
N -0.806 1.272 -4.302
C -1.974 2.092 -4.582
C 0.291 2.046 -3.737
H -1.786 -0.438 -4.677
H -2.443 2.384 -3.630
H -2.770 1.461 -5.049
H -1.690 2.925 -5.199
H 0.017 2.563 -2.808
H 1.036 1.257 -3.518
H 0.708 2.718 -4.471
C 5.172 1.884 -0.767
O 4.666 0.796 -0.631
N 4.592 2.924 -1.403
C 5.343 4.131 -1.542
C 3.336 2.838 -2.137
H 6.155 2.158 -0.281
H 6.295 4.030 -0.951
H 4.761 4.918 -1.094
H 5.481 4.406 -2.607
H 2.929 1.838 -1.981
H 2.706 3.621 -1.814
H 3.505 2.876 -3.221
C 2.488 0.482 2.645
O 1.332 0.143 2.376
N 2.889 0.957 3.828
C 4.273 1.535 4.026
C 1.955 1.204 4.877
H 3.325 0.499 1.839
H 4.142 2.614 4.036
H 4.874 1.230 3.195
H 4.672 1.247 4.985
H 1.986 2.202 5.369
H 0.926 0.998 4.613
H 2.246 0.478 5.669
C -3.776 -1.153 -2.250
O -3.581 -0.139 -2.890
N -4.870 -1.991 -2.356
C -5.122 -2.971 -1.277
C -5.813 -1.764 -3.457
H -3.045 -1.512 -1.484
H -5.894 -2.681 -0.559
H -4.152 -3.156 -0.772
H -5.506 -3.969 -1.577
H -6.751 -2.214 -3.169
H -5.960 -0.695 -3.589
H -5.545 -2.258 -4.466
C -1.186 -3.712 -1.491
O -2.050 -3.749 -0.635
N -0.148 -4.587 -1.483
C 0.888 -4.613 -2.559
C 0.004 -5.534 -0.476
H -1.211 -3.082 -2.420
H 0.803 -3.739 -3.245
H 0.869 -5.544 -3.113
H 1.899 -4.548 -2.132
H 0.071 -6.511 -0.947
H 0.916 -5.392 0.133
H -0.819 -5.609 0.212
C 3.565 4.824 1.412
O 4.267 3.997 1.969
N 2.210 4.849 1.577
C 1.347 5.800 0.906
C 1.700 3.856 2.511
H 3.965 5.696 0.825
H 1.934 6.572 0.400
H 0.631 6.268 1.634
H 0.775 5.217 0.139
H 1.860 2.804 2.156
H 2.237 3.990 3.458
H 0.624 3.894 2.653
C -5.436 0.597 0.608
O -6.629 0.622 0.611
N -4.688 -0.385 1.229
C -3.290 -0.360 1.254
C -5.383 -1.222 2.124
H -4.740 1.273 0.013
H -2.885 0.078 2.179
H -2.990 0.316 0.439
H -2.802 -1.310 1.009
H -5.016 -2.273 1.909
H -5.058 -0.944 3.183
H -6.462 -1.141 2.050
C 0.976 1.416 -0.397
O 0.249 2.367 -0.454
N 0.713 0.164 -0.794
C -0.689 -0.176 -0.990
C 1.711 -0.903 -0.761
H 1.980 1.512 0.010
H -1.039 -0.704 -0.072
H -0.902 -0.756 -1.883
H -1.210 0.770 -1.145
H 1.624 -1.319 -1.786
H 2.714 -0.482 -0.608
H 1.408 -1.676 -0.067
C -0.260 -4.687 3.551
O -1.282 -5.167 3.199
N 0.227 -3.440 3.279
C -0.592 -2.526 2.555
C 1.479 -2.999 3.960
H 0.524 -5.174 4.134
H -1.191 -3.027 1.780
H 0.034 -1.822 2.019
H -1.370 -2.084 3.213
H 1.199 -2.178 4.615
H 1.923 -3.798 4.525
H 2.133 -2.620 3.185
```

Its HOMO energy is -8.80 eV. Its spin multiplicity is 1. The calculation puts the molar mass at 657.86 g/mol.

Atomic partial charges in e from the Löwdin method, atoms 1 to 5: atom 1 (C): -0.36, atom 2 (O): -0.03, atom 3 (N): -0.17, atom 4 (C): -0.06, atom 5 (C): -0.05

---

Most favorable first, least favorable last: #one, #two

---

#one
An isolated molecule of C5H9N, computed with wB97M-V/def2-TZVPD.

The geometry in XYZ format:
```
15
C5H9N wB97M-V/def2-TZVPD
N 0.228 -1.110 -1.395
C 0.144 -0.843 -0.044
C -0.310 0.328 0.440
C -0.557 1.535 -0.373
C -0.325 2.756 0.093
C 0.484 -1.958 0.901
H 0.836 -1.792 -1.813
H -0.390 -0.606 -2.000
H -0.414 0.458 1.504
H -0.957 1.411 -1.378
H -0.493 3.636 -0.533
H 0.016 2.937 1.101
H -0.389 -2.533 1.178
H 0.912 -1.578 1.832
H 1.214 -2.640 0.489
```

Its HOMO energy is -7.57 eV. Its spin multiplicity is 1. The calculation puts the molar mass at 83.13 g/mol.

Atomic partial charges in e from the natural (NBO) method, atoms 1 to 5: atom 1 (N): -0.83, atom 2 (C): 0.22, atom 3 (C): -0.35, atom 4 (C): -0.20, atom 5 (C): -0.40

---

#two
An isolated molecule of C5H9N, computed with wB97M-V/def2-TZVPD.

The geometry in XYZ format:
```
15
C5H9N wB97M-V/def2-TZVPD
C 1.099 -0.045 -0.813
C -1.001 -0.838 -0.503
C -0.955 0.423 0.362
C 0.064 0.563 1.450
C 0.391 1.040 0.035
H 1.158 0.219 -1.861
H 2.112 -0.279 -0.435
H 0.687 -1.909 0.091
H -1.497 -0.504 -1.454
H -1.612 -1.641 -0.068
H -1.811 1.072 0.268
H 0.766 -0.257 1.771
H -0.165 1.328 2.129
H 0.444 2.113 -0.307
N 0.321 -1.285 -0.667
```

Its HOMO energy is -8.85 eV. Its spin multiplicity is 1. The calculation puts the molar mass at 83.13 g/mol.

Atomic partial charges in e from the natural (NBO) method, atoms 1 to 5: atom 1 (C): -0.23, atom 2 (C): -0.22, atom 3 (C): -0.25, atom 4 (C): -0.43, atom 5 (C): -0.26

---

Most favorable first, least favorable last: #one, #two

---

#one
An isolated molecule of C8H11NO3, computed with wB97M-V/def2-TZVPD.

The geometry in XYZ format:
```
23
C8H11NO3 wB97M-V/def2-TZVPD
C 1.682 -0.610 0.711
C 0.349 0.197 0.854
C 0.724 1.671 0.452
C 0.973 1.897 -1.143
C -0.738 -0.275 0.074
C -1.064 -1.383 -0.686
C -2.439 -1.312 -1.069
C -2.981 -0.369 -0.268
H 1.281 -2.342 1.351
H 2.924 -2.074 1.224
H 2.493 0.032 0.825
H 1.462 -1.015 -0.387
H 0.017 0.432 1.967
H 1.693 2.027 0.948
H -0.107 2.149 1.129
H -0.879 1.879 -1.833
H -0.513 -2.296 -0.701
H -3.184 -1.796 -1.832
H -3.927 0.053 -0.211
N 1.940 -1.661 1.768
O -0.004 2.628 -1.952
O 2.188 1.793 -1.554
O -1.890 0.375 0.334
```

Its HOMO energy is -9.09 eV. Its spin multiplicity is 1. The calculation puts the molar mass at 169.18 g/mol.

Atomic partial charges in e from the natural (NBO) method, atoms 1 to 5: atom 1 (C): -0.22, atom 2 (C): -0.29, atom 3 (C): -0.51, atom 4 (C): 0.76, atom 5 (C): 0.27

---

#two
A cluster of 2 separate species, C8H11NO3 in total, computed with wB97M-V/def2-TZVPD.

The geometry in XYZ format:
```
23
C8H11NO3 wB97M-V/def2-TZVPD
C -0.635 -2.169 0.458
C -1.758 -1.334 0.364
C 0.649 -1.742 0.387
C -1.606 0.023 0.282
C 0.907 -0.324 0.201
C -0.229 0.647 0.580
C 1.259 -0.401 -2.365
C -0.158 0.903 2.129
N 2.241 0.100 0.227
O 3.171 -0.676 0.100
O 2.421 1.270 0.463
O -0.076 1.888 -0.013
H -0.958 -3.163 0.356
H -2.818 -1.737 0.320
H 1.475 -2.358 0.602
H -2.454 0.680 0.241
H 0.416 0.232 -2.517
H 1.031 -1.467 -2.759
H 2.381 -0.157 -2.296
H 0.885 1.222 2.368
H -0.506 -0.052 2.470
H -0.867 1.704 2.395
H 0.226 2.502 0.781
```

Its HOMO energy (spin up / spin down) is -8.16 / -8.44 eV. Its spin multiplicity is 1. The calculation puts the molar mass at 169.18 g/mol.

Atomic partial charges in e from the natural (NBO) method, atoms 1 to 5: atom 1 (C): -0.21, atom 2 (C): -0.24, atom 3 (C): -0.21, atom 4 (C): -0.14, atom 5 (C): 0.15

---

Most favorable first, least favorable last: #one, #two